No. 1
9
Properties=species:S:1:pos:R:3 method="wB97M-V/def2-TZVPD" homo_energy_ev=-3.22 charge=-1
Rb 2.35015 -3.38343 -0.73182
N -2.40791 1.01711 -0.03297
O -1.94713 0.12422 0.74026
O -3.50779 0.76448 -0.58757
O -1.81749 2.06854 -0.32119
N 1.81884 -0.15876 0.28122
O 0.81464 -0.78867 0.63125
O 2.62833 -0.65399 -0.58810
O 2.06836 1.01050 0.60891

No. 2
26
Properties=species:S:1:pos:R:3 method="wB97M-V/def2-TZVPD" homo_energy_ev=-5.28 smiles="CC(C)C(F)(C(C)C)S(=O)(=O)[O-]" charge=-1
C -1.61921 -1.70676 1.12541
C -0.48174 -0.75734 0.85799
C 0.68438 -1.68480 0.56563
C -0.85612 0.19583 -0.24023
F -1.51227 -0.52627 -1.28699
C 0.40143 0.89063 -0.69143
C 0.00476 1.59851 -2.01930
C 0.97372 1.90204 0.25369
S -2.14625 1.27758 0.58730
O -1.59097 1.37695 1.95860
O -3.31705 0.42843 0.62465
O -2.20599 2.54089 -0.14070
H -1.62932 -2.54005 0.27495
H -1.62290 -2.30585 1.99617
H -2.62968 -1.23612 1.26233
H -0.26154 -0.27808 1.72278
H 0.40460 -2.15210 -0.29605
H 0.89991 -2.31565 1.37689
H 1.68964 -1.29247 0.39787
H 1.23741 0.21463 -1.12603
H -0.97184 2.18414 -2.00962
H -0.17346 0.87481 -2.88415
H 0.88280 2.40253 -2.18677
H 1.41138 2.84051 -0.13133
H 1.53865 1.40044 0.99056
H 0.12290 2.32638 0.71295

No. 3
20
Properties=species:S:1:pos:R:3 method="wB97M-V/def2-TZVPD" homo_energy_ev=-7.39
C -1.08372 1.73034 0.76808
C 0.18895 0.87423 0.53663
C 1.51636 1.57057 0.65663
C 0.17805 -0.17446 -1.07576
C 0.05550 -0.48605 0.19821
C -0.04244 -1.72458 0.97568
C 0.09581 -2.86921 0.27810
C -0.73434 0.35561 -2.10888
H -0.90573 2.55425 0.06078
H -1.12805 2.05590 1.80235
H -1.91198 1.11455 0.39352
H 2.23344 0.87958 1.14361
H 1.61426 2.41108 1.36903
H 1.94453 1.92727 -0.28308
H -0.28032 -1.66277 2.03729
H 0.24833 -2.72387 -0.78862
H -0.03595 -3.87296 0.64688
H -0.25904 0.23037 -3.09018
H -0.84379 1.40949 -1.83717
H -1.71770 -0.09164 -2.25753

No. 4
28
Properties=species:S:1:pos:R:3 method="wB97M-V/def2-TZVPD" homo_energy_ev=-12.51 charge=+1
Au -1.95487 -3.01057 1.69388
O -1.69198 0.35968 0.09938
C -1.33014 1.03181 -0.84365
O 1.11165 0.85488 0.78612
C 0.65705 1.91644 0.38211
O 1.04220 3.15949 0.72019
N -0.30136 2.00330 -0.63630
C 0.67794 4.06498 -0.37661
C -0.21475 3.28803 -1.30763
H 1.61893 4.33812 -0.88159
H 0.17793 4.94463 0.03236
H 0.26542 3.10360 -2.27328
H -1.20860 3.71612 -1.42841
C -1.91088 1.02328 -2.18909
C -2.91290 0.18152 -2.50364
H -1.53658 1.79562 -2.86324
H -3.37893 -0.50153 -1.78346
H -3.25009 0.20948 -3.52690
N 1.15474 -1.94216 0.44353
N 1.72161 -3.01610 1.16798
C 1.05462 -3.53973 2.23137
N 1.57609 -4.69677 2.69581
S -0.16728 -2.65083 3.06507
H 0.99105 -1.15816 1.06696
H 1.91162 -1.58608 -0.16692
H 2.29239 -3.62828 0.59475
H 1.18557 -5.16322 3.51127
H 2.41956 -5.09753 2.28994

No. 5
98
Properties=species:S:1:pos:R:3 method="wB97M-V/def2-TZVPD" homo_energy_ev=-11.98 charge=+1
C 0.68094 0.04374 -5.44573
N -0.67896 -0.53298 -5.44033
C -1.50719 0.12049 -4.45352
C -2.82011 -0.63430 -4.17258
C -2.60122 -2.12176 -3.98266
C -1.44035 -2.41396 -3.04465
O -1.76350 -1.93835 -1.73318
Si -0.53475 -1.28373 -0.76635
C -0.92691 -1.80075 0.99037
C 1.17343 -1.88784 -1.20666
C -0.64582 0.60219 -0.82142
N -3.32577 -0.05651 -2.87428
C -4.79761 -0.12322 -2.71581
C -5.47363 0.81287 -3.72623
C -4.58468 1.01902 -4.96641
C -5.37161 1.54251 -6.18205
C -5.17682 3.03365 -6.34991
O -4.66204 3.55942 -7.31907
Cl -5.71913 3.98872 -4.94653
C -3.84115 -0.28061 -5.29735
C -4.81926 -1.39547 -5.67753
H 0.63800 1.06641 -5.06623
H 1.33898 -0.50524 -4.78223
H 1.07565 0.09857 -6.44989
H -1.07828 -0.41974 -6.35821
H -0.95215 0.23397 -3.52599
H -1.77589 1.13352 -4.78220
H -3.49443 -2.58133 -3.56767
H -2.39082 -2.57607 -4.94260
H -1.29385 -3.49121 -3.01674
H -0.53776 -1.97590 -3.45505
H -1.99637 -1.82322 1.16723
H -0.43756 -1.11954 1.67860
H -0.51281 -2.79411 1.13418
H 1.88268 -1.32054 -0.61108
H 1.31221 -2.95397 -1.08019
H 1.40521 -1.64432 -2.24427
H -1.70008 0.87185 -0.74869
H -0.18361 1.06573 -1.68624
H -0.18674 0.96319 0.09269
H -3.03324 0.92020 -2.85094
H -2.85961 -0.52605 -2.08686
H -5.11942 -1.15125 -2.80406
H -5.04395 0.19774 -1.70977
H -5.66887 1.75721 -3.23661
H -6.40809 0.34916 -4.01972
H -3.84674 1.78134 -4.71308
H -4.98644 1.10114 -7.09354
H -6.42881 1.31406 -6.10367
H -3.24225 -0.08110 -6.18366
H -5.33176 -1.79147 -4.80794
H -4.32837 -2.20434 -6.20144
H -5.58445 -1.00975 -6.34239
C 1.16523 0.53818 6.83271
C 0.88531 1.56582 5.75903
O 0.00000 1.06138 4.74129
C -1.28323 1.00599 5.08066
O -1.76841 1.37291 6.11402
O -1.95766 0.48839 4.04866
C -3.35396 0.31015 4.29708
H 1.55279 -0.38044 6.39085
H 1.90156 0.92016 7.53883
H 0.26074 0.28682 7.38394
H 1.80285 1.81809 5.23144
H 0.47502 2.48490 6.17630
H -3.81389 1.23952 4.62445
H -3.50951 -0.46508 5.04496
H -3.79422 -0.00314 3.35442
C 3.95564 3.99662 -0.38848
C 3.11443 2.75457 -0.58407
O 3.05585 2.35203 -1.96420
C 4.14774 1.74026 -2.42223
O 5.12225 1.45427 -1.78521
O 3.95082 1.46344 -3.71223
C 5.07118 0.84535 -4.35690
H 3.59252 4.80565 -1.02310
H 3.91061 4.31986 0.65095
H 4.99686 3.81056 -0.64447
H 2.08057 2.95256 -0.30621
H 3.47417 1.92443 0.02383
H 5.38975 -0.04272 -3.81661
H 5.89636 1.54992 -4.43545
H 4.73592 0.56794 -5.35187
C 4.66222 -3.95110 10.10136
C 4.43248 -3.60696 8.64577
O 4.25972 -2.19472 8.44573
C 5.37681 -1.47412 8.48541
O 6.49247 -1.89550 8.62248
O 5.04471 -0.19327 8.32049
C 6.14737 0.71355 8.40767
H 3.85245 -3.55801 10.71705
H 4.70573 -5.03240 10.22861
H 5.59630 -3.52551 10.46334
H 3.50481 -4.05441 8.29486
H 5.24218 -3.96982 8.01320
H 6.93809 0.43287 7.71616
H 6.53412 0.74101 9.42459
H 5.75901 1.69196 8.14105

No. 6
56
Properties=species:S:1:pos:R:3 method="wB97M-V/def2-TZVPD" homo_energy_ev=-8.96
C 0.10675 -2.19857 -0.22413
N 0.31735 -0.81214 0.34502
C 1.47516 -0.87891 1.26444
C 2.25049 0.36902 1.19414
C 3.02036 0.63811 -0.12327
S 2.21127 1.37680 -1.60424
C 0.96089 -1.12318 2.72274
H 1.05666 -2.75069 -0.29399
H -0.44327 -2.15165 -1.13912
H -0.41175 -2.81796 0.54906
H -0.61885 -0.66663 0.69779
H 2.06786 -1.76280 1.05982
H 3.21924 0.36432 1.83253
H 1.69126 1.35841 1.40558
H 3.17434 -0.34809 -0.57365
H 3.91810 1.25894 0.05750
H 1.17921 0.60065 -1.39922
H 0.75265 -2.20136 2.87130
H 0.03621 -0.72333 3.06429
H 1.64634 -0.88929 3.50298
H -3.10542 0.91384 4.08359
H -2.07551 1.70145 3.67327
O -2.71731 1.12195 3.19793
H 2.41051 -3.88441 -2.39794
H 0.94133 -4.01541 -2.32226
O 1.74356 -4.46463 -2.02400
H -0.20017 -0.44897 -4.37948
H -0.54626 -1.91657 -4.63675
O 0.17783 -1.29144 -4.68341
H -3.46096 0.36368 -0.81208
H -3.45040 0.42509 -2.29054
O -3.73157 -0.14716 -1.58781
H -0.88444 0.71296 -1.73544
H -1.54138 -0.42935 -1.53231
O -1.31713 0.06276 -2.35319
H 3.50003 -1.22780 -3.07510
H 1.98446 -1.53963 -3.40433
O 2.82731 -1.90535 -3.14488
H -3.69096 -2.90898 -2.56510
H -3.28088 -2.13651 -1.29339
O -3.00141 -2.80264 -1.93495
H 2.12688 3.23492 2.46591
H 1.97063 3.11639 4.10745
O 1.67145 3.46075 3.26464
H 0.26311 4.36732 -0.51338
H -0.10653 4.39274 -1.92506
O 0.24051 5.00437 -1.25025
H -2.57124 0.38050 1.61069
H -3.36368 -0.81015 0.93019
O -2.72323 -0.11825 0.77761
H -2.01752 1.94347 -0.64941
H -0.71304 2.66631 -0.82073
O -1.18678 2.11127 -0.17907
H -0.89164 3.12450 3.91071
H -0.14124 1.95406 3.80189
O -0.74918 2.34726 4.47740

No. 7
16
Properties=species:S:1:pos:R:3 method="wB97M-V/def2-TZVPD" homo_energy_ev=-14.42 smiles="C[C@@H]1N[NH2+]N=C1N" charge=+1
C -0.74419 0.35986 1.62579
C -0.58576 -0.16347 0.20754
N -0.00597 -1.56248 0.25151
N 0.80355 -1.60921 -0.99749
N 1.04810 -0.24334 -1.45511
C 0.26901 0.56669 -0.82673
N 0.35836 1.87868 -0.87587
H 0.09591 0.94852 2.10579
H -1.07285 -0.36630 2.28604
H -1.44179 1.20791 1.58978
H -1.61782 -0.24844 -0.19282
H 0.53405 -1.71739 1.03465
H 0.22196 -2.01573 -1.74037
H 1.78403 -1.89899 -1.07106
H -0.33218 2.37559 -0.23943
H 0.68558 2.48811 -1.70222

No. 8
10
Properties=species:S:1:pos:R:3 method="wB97M-V/def2-TZVPD" homo_energy_ev="-8.68 / -8.68" smiles="NC=C=CN=O"
N 1.92856 0.41254 -0.47019
C 0.58168 0.20987 -0.71859
C -0.52785 0.53973 -0.09858
C -1.69505 0.25494 0.43420
N -1.85858 -1.00556 1.14623
O -0.82351 -1.58437 1.37758
H 2.53044 -0.35873 -0.73332
H 2.16734 0.79040 0.43435
H 0.30425 -0.09516 -1.72471
H -2.60727 0.83634 0.35304

No. 9
15
Properties=species:S:1:pos:R:3 method="wB97M-V/def2-TZVPD" homo_energy_ev="-8.26 / -7.63"
C -0.38017 -0.91067 0.74476
C -1.65630 -0.81095 -0.02252
N 0.58247 2.00669 -0.65235
C 1.22384 -0.81838 -0.37034
C 0.58754 0.20092 0.79762
N 0.17269 1.48415 0.49302
O 2.22567 -1.48714 -0.21023
H -0.31757 -1.63819 1.54782
H 1.57085 2.09795 -0.88034
H -0.02478 2.69334 -1.07913
H 0.78326 -0.67262 -1.37399
H 1.23011 0.18515 1.67856
H -2.42509 -0.26263 0.53480
H -1.51884 -0.26398 -0.95989
H -2.05367 -1.80365 -0.24779

No. 10
37
Properties=species:S:1:pos:R:3 method="wB97M-V/def2-TZVPD" homo_energy_ev=-9.02
C -2.51789 -3.79515 -0.75799
C -1.60919 -2.55632 -0.96590
N -2.12141 -1.30800 -1.02518
C -1.02445 -0.55760 -1.06846
C -1.01958 0.94849 -1.12293
N -1.28287 1.64747 0.16664
C -2.49524 1.31605 0.92898
C -2.41854 2.23805 2.12901
C -0.90342 2.29180 2.42724
C -0.25071 2.03517 1.11855
N 1.02064 1.97944 0.67413
C 1.96762 2.12494 1.61468
N 2.77157 2.17108 2.45435
N 0.11497 -1.36109 -1.09354
C 1.45677 -1.00090 -1.07343
C 2.02772 -0.43563 -2.21360
C 3.36948 -0.03953 -2.15775
C 4.06840 -0.09877 -0.92873
C 3.58969 -0.88207 0.16914
C 2.24718 -1.27133 0.04267
N -0.31097 -2.64572 -1.07006
H -3.35378 -3.67990 -1.35649
H -2.90211 -3.75970 0.20813
H -1.93653 -4.67771 -1.04608
H -0.13626 1.30286 -1.53267
H -1.79385 1.26201 -1.76591
H -3.43381 1.40760 0.31569
H -2.38044 0.21568 1.15319
H -2.76738 3.25592 1.98747
H -3.01646 1.56301 2.82953
H -0.50503 1.50033 3.09487
H -0.69030 3.26246 2.86877
H 1.53919 -0.48341 -3.21152
H 3.69788 0.45946 -3.02025
H 5.02007 0.36587 -0.70904
H 4.26733 -1.02311 1.05833
H 1.71171 -1.77174 0.87817

No. 11
26
Properties=species:S:1:pos:R:3 method="wB97M-V/def2-TZVPD" homo_energy_ev=-11.96 charge=+1
C 1.09952 1.03281 -0.85010
C 0.76571 0.01112 -0.01639
C 2.99583 0.31780 0.22919
C -3.13729 0.20553 -0.74510
C -2.84408 -1.26762 -0.54189
C -1.46606 -0.19564 0.97563
C -2.09512 0.89171 0.14970
C 4.39291 0.15908 0.69155
N 2.57106 1.16163 -0.71626
N 1.94373 -0.36168 0.65547
N -2.05082 -1.33863 0.64512
O -2.54557 2.05044 0.76059
H 0.63198 1.82525 -1.42476
H -3.18772 0.27103 -1.90336
H -4.11725 0.36818 -0.35142
H -3.80189 -1.79910 -0.27049
H -2.41994 -1.83113 -1.34941
H -0.58591 0.07382 1.62755
H -1.30661 1.19746 -0.57767
H 4.84001 -0.86406 0.57757
H 5.12234 0.89056 0.30722
H 4.39920 0.23936 1.72362
H 3.25897 1.76762 -1.06443
H 1.94610 -1.00228 1.37676
H -1.80702 -2.24685 1.05732
H -3.36503 1.86934 1.27207